14
Properties=species:S:1:pos:R:3 method="wB97M-V/def2-TZVPD" relative_energy_kj_mol=363.6 multiplicity=1 charge=+1 homo_ev=-14.1 orbital_gap_ev=9.96 lumo_energy_ev=-4.14
C 1.13 1.25 0.46
C 1.64 0.01 0.72
C -0.66 0.02 0.27
N -0.27 1.19 0.21
N -1.92 -0.39 0.00
N 0.56 -1.00 0.47
H 1.56 2.17 0.50
H -0.53 0.74 -2.67
H 2.52 -0.48 1.05
H -0.10 0.64 -2.10
H -2.27 -1.20 0.47
H -2.68 0.29 0.06
H 0.59 -1.47 -0.44
H 0.44 -1.78 1.01

54
Properties=species:S:1:pos:R:3 method="wB97M-V/def2-TZVPD" multiplicity=5 charge=0 homo_ev="-4.2 / -7.9" orbital_gap_ev="2.47 / 3.35" lumo_energy_ev="-1.72 / -4.51"
O -4.76 -3.78 -0.52
C -3.70 -3.56 -0.10
Fe -2.12 -3.48 0.68
C -2.83 -3.04 2.26
O -3.49 -3.01 3.22
C -2.21 -5.16 1.08
O -2.51 -6.23 1.41
C -1.51 -1.24 -0.24
C -1.57 -2.00 -1.51
C -1.37 -3.47 -1.19
C -0.26 -3.79 -0.36
C 0.02 -2.92 0.69
C -0.77 -1.76 0.81
H -2.17 -0.38 -0.10
H -2.53 -1.87 -2.05
H -0.78 -1.64 -2.19
H -1.73 -4.21 -1.90
H 0.29 -4.73 -0.48
H 0.75 -3.16 1.46
H -0.66 -1.17 1.72
C 3.79 2.28 -3.19
C 2.29 2.36 -3.12
O 1.92 2.13 -1.73
C 0.67 1.67 -1.50
C 0.41 1.26 -0.10
C 1.47 0.54 0.61
O 1.46 0.22 1.81
O 2.51 0.17 -0.16
C 3.61 -0.37 0.61
C 4.77 -0.45 -0.34
C -0.59 1.97 0.62
C -0.91 1.65 1.99
C -1.89 2.32 2.69
C -2.56 3.41 2.10
N -3.54 4.12 2.84
O -4.10 5.11 2.31
O -3.81 3.74 4.00
C -2.26 3.78 0.77
C -1.34 3.05 0.03
O -0.17 1.58 -2.39
H 4.12 2.32 -4.23
H 4.26 3.12 -2.66
H 4.14 1.34 -2.75
H 1.92 3.36 -3.40
H 1.81 1.60 -3.76
H 3.84 0.29 1.46
H 3.31 -1.36 0.99
H 5.64 -0.85 0.19
H 4.56 -1.11 -1.19
H 5.04 0.54 -0.71
H -0.34 0.87 2.48
H -2.14 2.03 3.71
H -2.78 4.63 0.34
H -1.17 3.30 -1.01

67
Properties=species:S:1:pos:R:3 method="wB97M-V/def2-TZVPD" relative_energy_kj_mol=233.7 multiplicity=3 charge=+1 homo_ev="-11.2 / -12.0" orbital_gap_ev="6.17 / 5.89" lumo_energy_ev="-5.07 / -6.14"
Mo -0.85 0.59 -0.45
S -1.73 1.67 1.47
C -2.91 0.48 1.84
N -3.94 0.80 2.54
N -4.99 -0.06 2.56
C -5.73 -0.45 1.48
C -5.46 0.01 0.17
C -6.25 -0.44 -0.86
C -7.30 -1.33 -0.61
C -7.58 -1.76 0.69
C -6.82 -1.32 1.74
N -2.78 -0.88 1.40
N -1.93 -1.06 0.52
C -1.80 -2.44 0.14
C -1.72 -3.40 1.13
C -1.62 -4.73 0.77
C -1.62 -5.09 -0.58
C -1.73 -4.11 -1.56
C -1.81 -2.77 -1.21
H -5.39 -0.18 3.48
H -4.69 0.74 -0.03
H -6.06 -0.09 -1.86
H -7.92 -1.67 -1.43
H -8.41 -2.43 0.88
H -7.02 -1.64 2.76
H -1.72 -3.11 2.17
H -1.53 -5.50 1.53
H -1.55 -6.13 -0.86
H -1.76 -4.39 -2.60
H -1.91 -2.00 -1.96
C 3.26 -2.88 -1.46
O 2.12 -2.07 -1.80
C 1.36 -1.57 -0.85
O 0.36 -0.94 -1.24
N 1.69 -1.80 0.43
N 0.93 -1.24 1.46
H 3.65 -3.23 -2.41
H 2.96 -3.73 -0.86
H 4.02 -2.29 -0.96
H 2.64 -2.06 0.63
H 1.40 -0.40 1.77
H 0.87 -1.92 2.21
O 3.48 3.78 -4.92
N 4.09 3.45 -3.93
O 5.28 3.58 -3.75
C 3.30 2.84 -2.84
C 1.94 2.65 -3.02
C 1.26 2.09 -1.98
C 1.85 1.66 -0.77
O 1.07 1.12 0.12
C 3.23 1.87 -0.66
C 3.95 2.47 -1.68
N 3.99 1.39 0.50
O 3.50 0.49 1.16
O 5.07 1.88 0.71
N -0.16 1.85 -1.98
O -0.83 2.52 -1.03
O -0.74 1.77 -3.17
H 1.44 2.94 -3.94
H 5.02 2.63 -1.58
F -4.33 2.42 -3.99
Te -2.95 1.70 -2.97
F -2.48 0.80 -4.52
F -3.71 2.34 -1.38
F -4.26 0.34 -2.80
F -2.41 3.48 -3.13
O -2.16 0.34 -1.69

96
Properties=species:S:1:pos:R:3 method="wB97M-V/def2-TZVPD" multiplicity=1 charge=0 homo_ev=-8.8 orbital_gap_ev=7.72 lumo_energy_ev=-1.07
C -2.14 7.95 -2.06
C -3.59 7.16 -2.03
C -3.70 6.02 -3.24
C -4.48 4.67 -2.63
C -4.24 3.38 -3.60
C -2.78 2.65 -3.46
C -2.36 2.23 -1.93
Si -0.40 2.32 -1.88
O 0.29 1.15 -0.77
Si 2.01 0.92 -1.02
C 2.66 1.40 -2.77
C 3.13 2.94 -3.20
C 3.73 3.31 -4.72
C 3.82 2.05 -5.81
C 3.33 0.51 -5.46
C 2.77 0.24 -3.93
P 2.72 -1.12 -0.49
O 1.30 -2.14 -0.46
O 3.86 -1.77 -1.65
S 3.64 -1.11 1.26
P 0.08 4.43 -1.44
O -1.30 5.17 -0.62
Cl 1.68 4.63 -0.05
H -1.83 8.10 -0.92
H -1.29 7.27 -2.53
H -2.20 9.02 -2.56
H -3.61 6.56 -1.01
H -4.52 7.89 -1.99
H -2.63 5.67 -3.54
H -4.24 6.41 -4.20
H -4.26 4.49 -1.49
H -5.64 4.94 -2.69
H -4.30 3.79 -4.72
H -5.16 2.61 -3.53
H -1.88 3.23 -3.93
H -2.86 1.63 -4.07
H -2.71 1.13 -1.68
H -2.81 2.91 -1.09
H 0.00 2.06 -3.29
H 2.70 1.82 -0.06
H 3.07 3.85 -2.45
H 4.07 4.41 -5.00
H 4.24 2.25 -6.89
H 3.35 -0.38 -6.22
H 2.42 -0.85 -3.63
H 0.55 -1.51 -0.18
H 4.48 -1.05 -1.99
H -2.07 4.96 -1.24
C 0.70 -4.87 -2.69
C 0.71 -6.06 -3.41
C -0.46 -6.83 -3.51
C -1.63 -6.41 -2.87
C -1.63 -5.23 -2.12
C -0.47 -4.45 -2.04
C -2.85 -4.81 -1.40
O -2.85 -3.77 -0.75
C -4.05 -5.65 -1.47
C -5.20 -5.29 -0.74
C -6.35 -6.08 -0.81
C -6.36 -7.22 -1.61
C -5.23 -7.59 -2.33
C -4.07 -6.81 -2.25
C -2.86 -7.22 -2.99
O -2.87 -8.23 -3.69
H 1.60 -4.27 -2.62
H 1.62 -6.39 -3.91
H -0.44 -7.76 -4.08
H -0.47 -3.52 -1.48
H -5.19 -4.40 -0.12
H -7.23 -5.80 -0.24
H -7.26 -7.83 -1.67
H -5.25 -8.49 -2.95
C 5.16 -0.87 3.96
C 5.97 0.17 4.41
C 5.73 0.74 5.66
C 4.68 0.28 6.46
C 3.86 -0.75 5.99
C 4.11 -1.33 4.75
C 2.71 -1.21 6.80
O 1.99 -2.12 6.40
C 2.44 -0.57 8.10
C 1.32 -0.96 8.85
C 1.07 -0.36 10.09
C 1.93 0.62 10.58
C 3.04 1.01 9.84
C 3.29 0.43 8.59
C 4.45 0.88 7.79
O 5.20 1.74 8.22
H 5.35 -1.32 2.99
H 6.78 0.54 3.79
H 6.37 1.56 6.02
H 3.48 -2.14 4.38
H 0.65 -1.72 8.48
H 0.20 -0.66 10.67
H 1.73 1.08 11.55
H 3.70 1.78 10.23

no.,energy (eV)
1,-7701.510
2,-77449.992
3,-89526.196
4,-117246.702